No. 1
The following is a quantum chemistry calculation of the molecule C16H17ClN2O2S, from the Open Molecules 2025 dataset.

Calculated values
strongest force on any atom: 0.679 eV Å⁻¹
LUMO: 0.6 eV
gap between HOMO and LUMO: 8.4 eV

Each line ends with the natural charge from an NBO analysis.
Geometry (Å):
C 4.1542 -0.6428 3.5215  -0.25
H 3.5797 -1.4746 3.9410  0.18
O 4.0842 -0.6196 2.1179  -0.51
C 2.8528 -0.5262 1.5191  0.24
C 1.6756 -0.3602 2.2341  -0.30
C 0.4269 -0.2481 1.6353  0.08
C 0.3679 -0.3369 0.2480  0.11
C 1.5368 -0.4806 -0.4861  -0.24
C 2.7845 -0.5772 0.1132  0.27
O 3.8174 -0.6939 -0.7683  -0.50
C 5.1132 -1.0414 -0.3336  -0.24
H 5.1105 -1.9736 0.2352  0.18
H 5.6908 -1.1766 -1.2482  0.19
H 5.5649 -0.2515 0.2694  0.18
H 1.4998 -0.5319 -1.5637  0.22
N -0.8529 -0.2252 -0.4548  -0.61
C -1.8865 -1.0887 -0.3366  0.29
N -3.0046 -0.8472 -1.0877  -0.62
C -3.3915 0.2720 -1.8122  0.25
C -2.9462 1.5593 -1.5098  -0.33
C -3.3852 2.6282 -2.2720  0.00
C -4.2686 2.4563 -3.3244  -0.26
C -4.7329 1.1798 -3.5982  -0.17
C -4.3054 0.0985 -2.8552  -0.27
H -4.6729 -0.8925 -3.0758  0.22
H -5.4345 1.0305 -4.4043  0.22
H -4.5943 3.3027 -3.9062  0.23
Cl -2.8168 4.2140 -1.8821  0.01
H -2.2978 1.7410 -0.6684  0.24
H -3.6440 -1.6313 -1.1040  0.42
S -1.8666 -2.4510 0.5947  -0.23
H -0.8044 0.3000 -1.3196  0.41
C -0.7868 -0.0211 2.4790  -0.66
H -0.5138 0.4332 3.4280  0.21
H -1.2868 -0.9688 2.6812  0.24
H -1.4993 0.6242 1.9685  0.21
H 1.7150 -0.2983 3.3097  0.22
H 3.8085 0.2992 3.9597  0.18
H 5.2091 -0.7797 3.7556  0.20

Cartesian forces, eV/Å:
0.02 0.01 0.20
0.00 0.04 -0.01
-0.20 0.04 -0.42
0.14 -0.04 -0.07
0.07 -0.04 -0.05
-0.05 0.08 -0.15
0.49 -0.06 0.33
0.04 -0.04 0.18
-0.14 0.03 0.02
-0.32 0.16 0.06
0.47 -0.11 0.01
0.01 0.05 -0.03
-0.02 -0.01 0.07
-0.02 -0.10 -0.07
0.01 -0.06 -0.14
-0.28 0.27 -0.45
-0.05 -0.45 0.05
-0.09 -0.18 -0.02
-0.10 0.57 -0.36
-0.03 -0.02 0.04
-0.13 -0.22 -0.17
0.04 0.12 0.05
0.03 0.03 0.10
0.12 -0.05 0.10
-0.01 -0.12 -0.05
-0.06 -0.02 -0.07
-0.01 0.10 -0.04
0.05 0.15 0.03
0.04 0.03 0.04
0.21 0.11 0.12
0.03 -0.41 0.17
-0.09 0.03 0.15
0.03 -0.10 0.10
0.02 0.11 0.05
-0.06 0.06 0.03
-0.10 0.04 0.02
0.05 0.02 0.12
-0.01 -0.05 -0.01
-0.09 0.01 0.05


No. 2
The following is a quantum chemistry calculation of the molecule C16H17F2N3O3S, from the Open Molecules 2025 dataset.

Calculated values
strongest force on any atom: 1.158 eV Å⁻¹
LUMO: 0.2 eV
gap between HOMO and LUMO: 8.7 eV

Each line ends with the natural charge from an NBO analysis.
Geometry (Å):
C 2.9903 3.0075 1.7701  -0.25
H 3.5926 3.4297 2.5729  0.20
O 3.5560 1.7502 1.4908  -0.49
C 2.9451 0.9550 0.5713  0.30
C 1.8520 1.3223 -0.2027  -0.31
C 1.2943 0.4186 -1.0932  -0.14
C 1.8172 -0.8547 -1.2507  -0.07
C 2.9343 -1.2040 -0.4914  -0.22
C 3.4879 -0.3213 0.4097  -0.25
H 4.3480 -0.5918 1.0014  0.23
H 3.3746 -2.1834 -0.6135  0.22
C 1.2087 -1.8488 -2.1945  -0.43
H 0.4536 -1.3669 -2.8169  0.22
H 1.9882 -2.2521 -2.8455  0.21
C 0.5501 -3.0318 -1.4588  -0.23
N -0.7291 -2.7001 -0.8853  -0.55
C -0.8549 -2.2819 0.3061  0.58
N 0.0908 -1.9903 1.2377  -0.84
H 1.0187 -1.7640 0.9186  0.41
H -0.2265 -1.5528 2.0903  0.42
N -2.1725 -2.1936 0.7801  -0.87
S -2.7648 -0.9808 1.7425  2.34
O -1.8797 -0.7756 2.8443  -0.92
O -4.1345 -1.2927 1.9892  -0.92
C -2.7370 0.4485 0.6434  -0.42
C -3.8149 0.6080 -0.2070  -0.23
C -3.8176 1.6695 -1.0945  0.38
C -2.7700 2.5765 -1.1475  -0.24
C -1.6976 2.4145 -0.2906  -0.28
C -1.6864 1.3461 0.5952  0.47
F -0.6391 1.1994 1.4158  -0.31
H -0.8727 3.1082 -0.2999  0.23
H -2.8054 3.3957 -1.8479  0.24
F -4.8586 1.8296 -1.9236  -0.31
H -4.6411 -0.0817 -0.1490  0.26
H -2.8446 -2.5716 0.1310  0.44
H 0.3431 -3.8172 -2.1925  0.20
H 1.2456 -3.4339 -0.7103  0.17
H 0.4372 0.7175 -1.6814  0.20
H 1.4299 2.3106 -0.1206  0.21
H 1.9531 2.9115 2.1066  0.18
H 3.0355 3.6719 0.9004  0.17

Cartesian forces, eV/Å:
-0.08 0.21 0.04
-0.07 0.02 -0.06
0.12 -0.30 -0.08
-0.05 -0.11 -0.10
0.19 0.25 0.21
0.12 -0.21 -0.07
-0.07 0.13 -0.18
-0.04 0.12 -0.03
0.01 0.15 0.13
0.12 -0.03 0.08
0.06 -0.12 0.00
-0.07 -0.29 0.19
0.03 -0.03 -0.06
-0.03 0.02 -0.07
-0.04 -0.01 -0.15
-0.44 0.13 -0.07
0.65 -0.04 -0.23
0.16 -0.05 0.06
-0.04 0.07 -0.03
0.17 -0.07 0.02
-0.62 0.38 0.90
-0.08 -0.01 -0.51
0.14 0.08 -0.14
-0.09 -0.07 -0.31
0.21 -0.37 0.57
-0.22 0.28 -0.31
0.24 -0.15 0.24
-0.20 -0.17 0.02
-0.04 -0.24 0.16
0.14 0.15 -0.01
-0.04 0.13 -0.02
0.10 0.05 0.04
-0.02 0.07 -0.07
-0.07 0.00 -0.03
-0.16 -0.02 -0.08
-0.14 0.01 -0.13
0.22 0.01 0.09
0.05 -0.05 -0.04
-0.08 0.01 -0.06
-0.04 0.10 0.06
0.02 0.01 -0.03
-0.02 -0.03 0.03


No. 3
The following is a quantum chemistry calculation of a cluster of 2 separate species, C16H17N in total, from the Open Molecules 2025 dataset.

Calculated values
strongest force on any atom: 3.977 eV Å⁻¹
LUMO: 0.8 eV
gap between HOMO and LUMO: 8.6 eV

Each line ends with the natural charge from an NBO analysis.
Geometry (Å):
C -0.0949 2.5553 -1.5410  -0.65
C -1.5645 0.8690 -0.1545  -0.06
C -0.5302 1.7645 -0.3177  -0.05
C -0.7836 1.4249 1.9636  0.14
C 0.0393 2.0902 1.0591  -0.10
C -0.5019 1.3681 3.3080  -0.25
C 1.1491 2.8646 1.5997  -0.18
C 0.6393 2.0526 3.7480  -0.19
C 1.5660 2.8088 2.9001  -0.26
N -1.7927 0.8134 1.2753  -0.53
H -2.3886 0.3208 -0.7267  0.23
H -2.4341 0.1353 1.5194  0.40
H 0.6755 3.2646 -1.4221  0.23
H -0.7644 3.3274 -1.9219  0.22
H -1.1095 0.8141 3.9613  0.21
H 1.8633 3.3447 0.9037  0.20
H 0.7871 2.0169 4.8166  0.20
H 2.4372 3.3487 3.1955  0.22
H -0.0714 1.8092 -2.3088  0.22
C -0.4310 -1.3865 -3.3012  -0.64
C 0.8404 -3.4938 0.1992  -0.21
C -0.4724 -3.5771 0.0335  -0.21
C 1.7236 -2.6404 -0.5780  -0.21
C -0.9504 -3.0671 -1.2354  -0.22
C 1.1920 -1.9683 -1.6024  -0.21
C -0.2023 -2.1263 -1.9800  -0.02
H 1.2814 -3.9877 1.0044  0.20
H -1.1650 -3.9756 0.7332  0.22
H 2.8232 -2.5422 -0.1961  0.22
H -1.9038 -3.3526 -1.7149  0.21
H 1.7160 -1.1648 -2.1520  0.20
H -1.4333 -0.8655 -3.3076  0.21
H -0.4842 -2.1326 -4.1234  0.22
H 0.3450 -0.7125 -3.6370  0.22

Cartesian forces, eV/Å:
-1.87 -0.86 0.15
-0.71 1.04 2.17
0.69 1.66 0.96
-0.36 -0.43 -0.97
-0.15 0.41 -0.73
2.16 1.60 0.16
0.54 -0.81 -2.59
0.37 0.28 0.16
-3.60 -1.65 0.37
1.16 0.20 -3.07
1.79 1.22 0.30
-1.06 -1.41 1.56
2.13 -0.38 0.38
-1.34 -0.43 0.33
-0.60 -0.50 0.95
-0.77 -0.09 0.12
0.37 0.00 0.16
0.27 0.04 0.57
1.02 0.06 -1.03
-2.82 -1.24 -0.37
2.78 1.60 -0.06
-1.69 0.81 -3.44
1.24 -1.74 2.43
-0.38 1.71 -1.10
-1.39 1.82 -0.96
2.65 -0.92 0.47
0.67 -0.59 1.46
-0.23 -0.84 0.32
-2.21 -0.16 -1.04
0.14 0.20 0.96
0.09 -0.77 0.45
1.06 -0.34 -0.08
-0.15 0.28 0.38
0.21 0.25 0.63


No. 4
The following is a quantum chemistry calculation of a cluster of 2 separate species, C16H17N in total, from the Open Molecules 2025 dataset.

Calculated values
strongest force on any atom: 2.599 eV Å⁻¹
LUMO: 0.9 eV
gap between HOMO and LUMO: 8.7 eV

Each line ends with the natural charge from an NBO analysis.
Geometry (Å):
C -1.4755 -2.4761 -2.1050  -0.63
C -2.0393 -0.5706 -0.4984  -0.12
C -2.4065 -1.7282 -1.1992  -0.07
C -3.1624 -0.1840 0.2923  0.16
C -3.7491 -1.9743 -1.0066  -0.05
C -0.8722 0.2204 -0.3948  -0.16
C -0.8111 1.2997 0.4303  -0.26
C -1.9515 1.6557 1.1874  -0.20
C -3.1128 0.9478 1.1502  -0.26
N -4.1536 -1.0714 -0.0157  -0.52
H -0.0416 -0.1278 -0.9993  0.21
H 0.1925 1.7013 0.4327  0.22
H -1.7414 2.4574 1.8907  0.21
H -0.5346 -1.9377 -2.2398  0.21
H -1.8340 -2.7707 -3.0870  0.22
H -4.5111 -2.6447 -1.3563  0.22
H -5.0933 -0.9138 0.3359  0.40
H -4.0824 1.1798 1.5749  0.21
H -1.0818 -3.3557 -1.5695  0.21
C 2.7426 2.2116 2.1107  -0.64
C 2.3830 -0.1897 1.1972  -0.21
C 2.8059 1.1320 1.0476  -0.02
C 2.5343 -1.1429 0.1978  -0.21
C 3.0192 -0.7146 -1.0340  -0.23
C 3.2119 1.5487 -0.2248  -0.21
C 3.3033 0.6175 -1.2586  -0.21
H 1.9048 -0.4514 2.1340  0.21
H 2.2121 -2.1579 0.3817  0.22
H 1.8111 2.7413 1.9462  0.22
H 3.6477 2.8191 2.1222  0.22
H 3.0475 -1.3873 -1.8846  0.21
H 3.4076 2.5972 -0.4058  0.21
H 3.5908 0.8991 -2.2617  0.21
H 2.8403 1.7703 3.1093  0.22

Cartesian forces, eV/Å:
1.09 -0.45 0.74
-0.51 1.37 1.89
-0.54 -1.14 -2.27
1.35 0.02 -0.76
0.60 1.33 1.73
-0.48 -1.75 -1.03
-0.09 -0.95 -0.49
1.59 0.84 0.79
-1.22 -1.39 -1.23
-1.12 0.72 0.37
0.33 0.40 0.18
-0.33 0.90 0.62
-0.75 0.15 -0.06
-0.24 0.44 -0.26
-0.29 0.01 0.08
0.38 -0.41 -0.31
0.29 -0.44 -0.40
0.40 0.55 0.69
-0.48 -0.17 -0.29
0.52 -1.39 0.49
0.19 0.20 0.72
0.21 0.52 -0.86
-0.07 0.78 -0.06
-0.49 -0.56 -0.20
-0.04 -0.73 -0.14
0.09 0.34 0.15
0.17 -0.20 0.10
0.04 -0.06 -0.13
0.07 0.54 0.50
-0.31 0.46 -0.70
0.19 -0.14 0.17
0.18 0.02 0.00
0.06 0.25 0.01
-0.83 -0.06 -0.04


No. 5
The following is a quantum chemistry calculation of a cluster of 2 separate species, C16H17N in total, from the Open Molecules 2025 dataset.

Calculated values
strongest force on any atom: 3.282 eV Å⁻¹
LUMO: 0.9 eV
gap between HOMO and LUMO: 8.6 eV

Each line ends with the natural charge from an NBO analysis.
Geometry (Å):
C -0.8601 -3.0999 -1.9454  -0.64
C 0.6889 0.2151 -2.8551  0.19
C 0.4917 -0.8204 -1.9010  -0.10
C -0.4008 -1.8048 -2.5195  -0.08
C -0.5647 -1.3501 -3.8132  -0.03
C 1.6124 1.2507 -2.7163  -0.27
C 2.3028 1.3700 -1.5004  -0.22
C 1.2310 -0.6991 -0.7057  -0.19
C 1.9794 0.4502 -0.5115  -0.25
N -0.1959 -0.0212 -3.8780  -0.55
H -0.1578 0.4950 -4.7443  0.40
H 1.8900 1.9618 -3.4822  0.21
H -0.9547 -1.9285 -4.6399  0.21
H 2.8996 2.2386 -1.2562  0.22
H 1.1852 -1.5050 0.0136  0.21
H -0.3850 -3.9501 -2.4674  0.22
H -1.8561 -3.2547 -2.3201  0.23
H 2.2366 0.6190 0.5229  0.21
H -0.6422 -3.1328 -0.8830  0.23
C -0.1153 2.2297 1.1545  -0.64
C -1.2303 -0.4807 4.1771  -0.22
C -2.2637 -0.0026 3.3929  -0.22
C 0.0690 -0.0512 4.1676  -0.22
C -1.8264 0.9277 2.4373  -0.20
C 0.4586 0.9009 3.2439  -0.21
C -0.4805 1.3812 2.3288  -0.02
H -1.5304 -1.2417 4.9089  0.20
H -3.3238 -0.1680 3.4622  0.22
H 0.7853 -0.3992 4.8887  0.21
H -2.4596 1.3037 1.6438  0.20
H 1.4911 1.2410 3.3528  0.21
H -0.9531 2.8421 0.7958  0.21
H 0.1717 1.5429 0.3536  0.24
H 0.7073 2.9404 1.2948  0.21

Cartesian forces, eV/Å:
0.87 -0.38 -1.50
-0.45 0.53 0.59
0.55 0.29 -0.11
1.62 0.70 -0.92
-1.24 -0.51 1.72
0.79 0.30 0.79
-1.68 -0.30 -0.40
-0.96 -0.18 -1.10
0.42 -0.78 1.10
1.26 -0.28 -1.73
0.14 -0.21 0.06
-0.50 -0.07 -0.35
-0.41 0.50 -0.04
0.16 -0.12 -0.23
-0.10 0.29 0.42
0.52 0.24 0.54
-0.98 0.03 0.99
0.84 0.04 0.05
-0.63 -0.29 0.06
-0.10 0.49 -0.46
-1.80 -1.89 1.99
1.72 2.00 -1.54
0.02 0.47 -0.50
0.90 0.20 -0.44
0.07 0.24 0.23
-0.66 -0.54 0.44
0.34 0.25 -0.05
-0.01 -0.70 0.28
0.06 -0.31 0.17
-0.46 0.05 0.24
-0.29 0.21 -0.65
0.02 -0.29 0.13
-0.11 0.37 -0.06
0.04 -0.35 0.29


No. 6
The following is a quantum chemistry calculation of a cluster of 2 separate species, C16H17N in total, from the Open Molecules 2025 dataset.

Calculated values
strongest force on any atom: 1.360 eV Å⁻¹
LUMO: 0.8 eV
gap between HOMO and LUMO: 8.6 eV

Each line ends with the natural charge from an NBO analysis.
Geometry (Å):
C -0.0857 -3.4801 -3.1668  -0.63
C 1.6749 0.3635 -3.8354  -0.23
C 2.1137 -0.3868 -2.7651  -0.20
C 0.6770 -0.1086 -4.6775  -0.20
C 1.5920 -1.6688 -2.5937  -0.22
C 0.1389 -1.3749 -4.4717  -0.22
C 0.5985 -2.1654 -3.4244  -0.01
H 2.1721 1.2723 -4.1447  0.21
H 2.8094 -0.0354 -2.0160  0.22
H 0.3318 0.5140 -5.4896  0.21
H 1.9912 -2.3411 -1.8390  0.21
H -0.6623 -1.7000 -5.1239  0.21
H 0.3930 -4.0827 -2.3916  0.21
H -0.1977 -4.0543 -4.0842  0.22
H -1.0730 -3.3163 -2.7310  0.22
C 0.9402 -0.8050 0.8093  -0.63
C -1.5177 -0.5771 1.3567  -0.02
C -0.2388 -0.1719 1.4865  -0.10
C -1.5848 1.1086 2.8093  0.12
C -0.2437 0.8919 2.4639  -0.03
C -1.9823 2.0673 3.7262  -0.23
C 0.7540 1.7095 2.9863  -0.22
C -0.9801 2.8971 4.2239  -0.22
C 0.3413 2.7577 3.8028  -0.23
N -2.3744 0.2420 2.0860  -0.54
H -1.9279 -1.3656 0.7384  0.20
H -3.2202 -0.1139 2.5046  0.40
H 1.8995 -0.7137 1.3079  0.22
H 1.0063 -0.3645 -0.1923  0.23
H -3.0181 2.2279 3.9753  0.21
H 1.8116 1.5048 2.9442  0.21
H -1.2827 3.7780 4.7807  0.21
H 1.0235 3.5269 4.1205  0.21
H 0.7225 -1.8484 0.5668  0.22

Cartesian forces, eV/Å:
-0.01 -0.14 0.51
0.25 0.39 -0.59
-0.24 -0.79 0.24
0.07 -0.55 0.19
0.08 -0.19 -0.02
-0.01 0.80 -0.06
-0.39 -0.12 -0.06
-0.09 0.32 0.48
0.30 0.21 -0.32
0.00 -0.03 -0.12
-0.11 0.28 0.19
0.00 -0.22 0.06
0.42 -0.01 -0.30
-0.02 -0.13 0.06
-0.21 0.18 -0.31
-0.72 0.18 -1.14
-0.55 -0.09 -0.29
0.63 -0.71 0.74
-0.27 0.15 0.25
0.30 -0.09 -0.61
0.67 0.39 0.13
-0.40 0.51 1.01
-0.88 0.29 -0.85
0.04 -0.13 0.17
-0.01 -0.38 0.25
0.09 0.07 0.08
-0.04 0.06 -0.30
-0.07 0.04 0.22
0.43 0.18 0.17
-0.17 -0.04 0.09
0.14 0.02 -0.74
0.18 -0.21 0.26
0.45 -0.13 0.23
0.15 -0.09 0.41


Repeat the fifth record exactly.
The following is a quantum chemistry calculation of a cluster of 2 separate species, C16H17N in total, from the Open Molecules 2025 dataset.

Calculated values
strongest force on any atom: 3.282 eV Å⁻¹
LUMO: 0.9 eV
gap between HOMO and LUMO: 8.6 eV

Each line ends with the natural charge from an NBO analysis.
Geometry (Å):
C -0.8601 -3.0999 -1.9454  -0.64
C 0.6889 0.2151 -2.8551  0.19
C 0.4917 -0.8204 -1.9010  -0.10
C -0.4008 -1.8048 -2.5195  -0.08
C -0.5647 -1.3501 -3.8132  -0.03
C 1.6124 1.2507 -2.7163  -0.27
C 2.3028 1.3700 -1.5004  -0.22
C 1.2310 -0.6991 -0.7057  -0.19
C 1.9794 0.4502 -0.5115  -0.25
N -0.1959 -0.0212 -3.8780  -0.55
H -0.1578 0.4950 -4.7443  0.40
H 1.8900 1.9618 -3.4822  0.21
H -0.9547 -1.9285 -4.6399  0.21
H 2.8996 2.2386 -1.2562  0.22
H 1.1852 -1.5050 0.0136  0.21
H -0.3850 -3.9501 -2.4674  0.22
H -1.8561 -3.2547 -2.3201  0.23
H 2.2366 0.6190 0.5229  0.21
H -0.6422 -3.1328 -0.8830  0.23
C -0.1153 2.2297 1.1545  -0.64
C -1.2303 -0.4807 4.1771  -0.22
C -2.2637 -0.0026 3.3929  -0.22
C 0.0690 -0.0512 4.1676  -0.22
C -1.8264 0.9277 2.4373  -0.20
C 0.4586 0.9009 3.2439  -0.21
C -0.4805 1.3812 2.3288  -0.02
H -1.5304 -1.2417 4.9089  0.20
H -3.3238 -0.1680 3.4622  0.22
H 0.7853 -0.3992 4.8887  0.21
H -2.4596 1.3037 1.6438  0.20
H 1.4911 1.2410 3.3528  0.21
H -0.9531 2.8421 0.7958  0.21
H 0.1717 1.5429 0.3536  0.24
H 0.7073 2.9404 1.2948  0.21

Cartesian forces, eV/Å:
0.87 -0.38 -1.50
-0.45 0.53 0.59
0.55 0.29 -0.11
1.62 0.70 -0.92
-1.24 -0.51 1.72
0.79 0.30 0.79
-1.68 -0.30 -0.40
-0.96 -0.18 -1.10
0.42 -0.78 1.10
1.26 -0.28 -1.73
0.14 -0.21 0.06
-0.50 -0.07 -0.35
-0.41 0.50 -0.04
0.16 -0.12 -0.23
-0.10 0.29 0.42
0.52 0.24 0.54
-0.98 0.03 0.99
0.84 0.04 0.05
-0.63 -0.29 0.06
-0.10 0.49 -0.46
-1.80 -1.89 1.99
1.72 2.00 -1.54
0.02 0.47 -0.50
0.90 0.20 -0.44
0.07 0.24 0.23
-0.66 -0.54 0.44
0.34 0.25 -0.05
-0.01 -0.70 0.28
0.06 -0.31 0.17
-0.46 0.05 0.24
-0.29 0.21 -0.65
0.02 -0.29 0.13
-0.11 0.37 -0.06
0.04 -0.35 0.29


What is the strongest force on any atom in the second record? 1.158 eV Å⁻¹